# 1
C4H3LaO2 as an isolated structure at a distorted geometry, computed with ωB97M-V/def2-TZVPD.

Orbital gap (spin up / spin down)   0.187 / 0.187 Eh
Calculated total energy   -9137.7824 eV
2S+1   2
HOMO level (spin up / spin down)   -10.755 / -10.771 eV
Largest force on an atom   0.062 Eh/bohr
Net charge   +1

Geometry as XYZ:
```
10
Properties=species:S:1:pos:R:3:mulliken_spin:R:1
O 1.5012 0.9171 0.2637 -0.007
C 1.5729 -0.2648 0.3540 0.009
C 1.4309 -1.5652 0.3908 -0.005
C 0.6252 -2.2501 -0.6578 0.003
C -0.5388 -1.8424 -1.2159 -0.015
H 1.9273 -2.1096 1.1976 0.000
H -1.6023 -0.3639 -1.4539 0.002
H 1.0585 -3.1850 -1.0230 0.000
La -1.0299 1.4895 0.6766 1.043
O -1.0303 -0.5950 -0.6800 -0.028
```

# 2
C4H3Li2NaO2 as an isolated structure at a distorted geometry, computed with ωB97M-V/def2-TZVPD.

Orbital gap (spin up / spin down)   0.128 / 0.128 Eh
Calculated total energy   -13109.8111 eV
HOMO level (spin up / spin down)   -4.392 / -4.395 eV
Largest force on an atom   0.121 Eh/bohr
Net charge   0

Geometry as XYZ:
```
12
Properties=species:S:1:pos:R:3:lowdin_charge:R:1
C 1.3426 -0.1396 -0.5131 -0.513
O 2.4514 -0.1773 0.1450 -0.260
Li -1.7341 -1.4704 -1.7768 0.677
Na 2.5175 0.4526 2.4049 0.731
H 0.5240 0.6113 -1.4942 0.164
C 0.4055 0.8545 -0.1137 -0.358
C -0.7798 0.7585 0.7843 -0.149
C -1.7523 0.0329 0.1958 -0.508
O -1.3111 -1.1088 -0.2186 -0.506
Li 0.1805 -1.9706 -0.2112 0.597
H 0.8909 1.7921 0.2169 0.062
H -2.7351 0.3648 0.5806 0.063
```

# 3
C4H3LiMnO2 as an isolated structure at a distorted geometry, computed with ωB97M-V/def2-TZVPD.

Orbital gap (spin up / spin down)   0.200 / 0.188 Eh
Calculated total energy   -39795.7123 eV
2S+1   6
HOMO level (spin up / spin down)   -16.343 / -16.382 eV
Largest force on an atom   0.071 Eh/bohr
Net charge   +2

Geometry as XYZ:
```
11
Properties=species:S:1:pos:R:3:mulliken_spin:R:1
Mn 3.1922 0.3009 -0.7718 4.784
O 1.4464 -0.0555 -0.8925 0.179
C 0.3894 0.4833 -0.2036 -0.045
H 0.8370 -0.3347 1.8683 -0.006
H 0.1534 1.5115 -0.5145 0.001
C -1.2458 -0.2317 1.1727 -0.003
C 0.1238 0.1061 1.1661 0.043
C -1.4861 -0.1860 -0.2052 0.034
O -1.8851 -0.7650 -1.1737 0.016
Li 0.4732 -0.7626 -2.3880 -0.003
H -1.9983 -0.0663 1.9423 0.001
```

# 4
C4H3LiORh as an isolated structure at a distorted geometry, computed with ωB97M-V/def2-TZVPD.

Orbital gap (spin up / spin down)   0.302 / 0.152 Eh
Calculated total energy   -9428.0337 eV
2S+1   6
HOMO level (spin up / spin down)   -16.922 / -16.457 eV
Largest force on an atom   0.040 Eh/bohr
Net charge   +2

Geometry as XYZ:
```
10
Properties=species:S:1:pos:R:3:mulliken_spin:R:1
C 0.9299 1.6404 1.8833 0.610
C 0.8433 0.9445 2.8960 0.385
H 0.5657 0.0151 3.4311 0.011
Li -1.6550 -0.0355 -2.7805 0.028
O 0.0085 -1.7172 -0.2453 -0.052
C -0.1366 -0.5921 -0.5125 -0.044
C -0.3786 0.6394 -0.9202 0.014
Rh 0.4963 -3.2942 -1.9365 4.033
H -1.1214 1.2213 -0.3691 0.005
H 0.4479 1.1786 -1.4462 0.012
```

# 5
C4H3N as an isolated structure at a distorted geometry, computed with ωB97M-V/def2-TZVPD.

Orbital gap   0.414 Eh
Calculated total energy   -5681.7691 eV
HOMO level   -11.091 eV
Largest force on an atom   0.024 Eh/bohr
Net charge   0

Geometry as XYZ:
```
8
Properties=species:S:1:pos:R:3:lowdin_charge:R:1
C 1.2823 0.2826 -0.0720 -0.162
C 1.1779 -0.1229 -1.2923 0.128
C -0.1781 -0.4309 0.1313 -0.236
C -1.3625 0.4054 -0.1289 -0.223
N -2.2987 1.0674 -0.2847 0.149
H 1.8228 0.8113 0.7246 0.109
H -0.0863 -0.5733 1.2025 0.117
H -0.3576 -1.4395 -0.2805 0.118
```

# 6
One molecule with the formula C4H3N at a distorted geometry, computed with ωB97M-V/def2-TZVPD.

Orbital gap   0.421 Eh
Calculated total energy   -5684.0435 eV
HOMO level   -10.813 eV
Largest force on an atom   0.032 Eh/bohr
Net charge   0

Geometry as XYZ:
```
8
Properties=species:S:1:pos:R:3:lowdin_charge:R:1
C -1.4373 -0.8257 -1.1656 0.118
C -0.4451 -0.5087 -0.5595 -0.135
C 0.6125 0.3483 0.0074 -0.189
C 0.7635 0.2698 1.4839 -0.213
N 0.9055 0.2480 2.6347 0.139
H -2.3214 -1.0624 -1.7188 0.034
H 0.3268 1.3701 -0.2359 0.122
H 1.5955 0.1607 -0.4462 0.123
```

# 7
C4H3N as an isolated structure at a distorted geometry, computed with ωB97M-V/def2-TZVPD.

Orbital gap   0.361 Eh
Calculated total energy   -5680.4481 eV
HOMO level   -9.770 eV
Largest force on an atom   0.062 Eh/bohr
Net charge   0

Geometry as XYZ:
```
8
Properties=species:S:1:pos:R:3:lowdin_charge:R:1
C -1.6228 0.9649 -0.2259 0.103
C -0.6612 0.2338 -0.2048 -0.218
C 0.8430 -0.2650 -0.2348 -0.179
C 0.8843 -1.8512 -0.0895 -0.082
N -0.3016 -1.6676 -0.0421 0.128
H -2.2908 1.7972 -0.2713 0.029
H 1.3934 0.1587 0.6098 0.109
H 1.2993 -0.0084 -1.1945 0.109
```

# 8
One molecule with the formula C4H3N at a distorted geometry, computed with ωB97M-V/def2-TZVPD.

Orbital gap (spin up / spin down)   0.255 / 0.256 Eh
Calculated total energy   -5680.1708 eV
HOMO level (spin up / spin down)   -8.706 / -8.710 eV
Largest force on an atom   0.092 Eh/bohr
Net charge   0

Geometry as XYZ:
```
8
Properties=species:S:1:pos:R:3:lowdin_charge:R:1
C -1.3828 0.0518 0.0874 -0.171
C 0.8094 -0.6964 0.0419 -0.182
C -0.5185 -1.0612 0.0521 0.087
C -0.4269 1.0497 -0.0265 -0.003
N 0.8309 0.6281 0.0113 -0.022
H -2.4156 0.0722 -0.2924 0.090
H 1.5443 -1.3392 -0.0414 0.052
H 1.5592 1.2948 0.1676 0.147
```

# 9
An isolated ion of composition C4H3N2O3 and charge -1 at a distorted geometry, computed with ωB97M-V/def2-TZVPD.

Orbital gap   0.264 Eh
Calculated total energy   -13320.3394 eV
HOMO level   -3.365 eV
Largest force on an atom   0.054 Eh/bohr
Net charge   -1

Geometry as XYZ:
```
12
Properties=species:S:1:pos:R:3:lowdin_charge:R:1
O -2.2883 1.9673 -0.1113 0.106
C -1.9897 0.8463 -0.0725 -0.382
N -2.0944 -0.3398 0.0938 0.085
C -1.2308 -1.4072 -0.0173 -0.213
C 0.0956 -1.1208 0.0952 -0.185
N 0.4620 0.1954 -0.1576 0.025
C 1.7507 0.4820 -0.0673 -0.666
O 2.7152 -0.2577 0.0742 -0.020
O 1.9987 1.8898 -0.1499 0.014
H -1.4972 -2.4612 -0.0243 0.066
H 0.9427 -1.9326 0.2242 0.134
H 1.1355 2.1385 0.1128 0.036
```

# 10
One molecule with the formula C4H3N3 at a distorted geometry, computed with ωB97M-V/def2-TZVPD.

Orbital gap   0.359 Eh
Calculated total energy   -8665.2148 eV
HOMO level   -9.346 eV
Largest force on an atom   0.052 Eh/bohr
Net charge   0

Geometry as XYZ:
```
10
Properties=species:S:1:pos:R:3:lowdin_charge:R:1
N -0.2835 0.4864 -2.8962 0.145
C -0.6118 0.7668 -1.8216 -0.177
C -0.5174 0.8223 -0.4118 -0.314
N -1.3263 0.5319 0.5896 0.117
C -0.5913 -0.2778 1.4023 -0.137
C 0.6436 -0.5455 0.8607 -0.103
N 0.7571 0.1802 -0.2514 0.085
H -0.9598 -0.6960 2.3241 0.100
H 1.3986 -1.2504 1.1474 0.115
H 1.4909 -0.0179 -0.9431 0.169
```

Q: Which value of largest force on an atom does entry 9 give?
A: 0.054 Eh/bohr